Version w
# C3H11N3

A 2-piece molecular cluster, C3H11N3 overall (the ωB97M-V functional and the def2-TZVPD basis, the Open Molecules 2025 dataset).

The geometry in ORCA input format:
```
! wB97M-V def2-TZVPD RIJCOSX def2/J DEFGRID3
* xyz 0 1
C 1.34 -0.75 0.66
N 1.32 -1.47 -0.43
C 2.63 -1.88 -1.03
H 0.56 -0.82 1.40
H 2.30 -0.45 0.83
H 3.12 -1.17 -1.61
H 3.38 -2.18 -0.28
H 2.37 -2.86 -1.51
N -1.46 1.08 -0.93
C -1.42 1.57 0.40
N -2.54 1.25 1.36
H -2.32 1.03 -1.38
H -0.99 0.20 -1.07
H -1.44 2.72 0.29
H -0.49 1.36 0.93
H -3.02 0.35 1.16
H -3.35 2.02 1.20
*
```

Computed properties:
SMILES: C=NC.NCN
HOMO-LUMO gap: 9.66 eV
LUMO energy: 0.919 eV
HOMO energy: -8.74 eV

Version x
# C3H11N3

A 2-piece molecular cluster, C3H11N3 overall (the ωB97M-V functional and the def2-TZVPD basis, the Open Molecules 2025 dataset).

The geometry in ORCA input format:
```
! wB97M-V def2-TZVPD RIJCOSX def2/J DEFGRID3
* xyz 0 1
C 1.24 -1.50 -0.82
N 1.49 -0.27 -0.75
C 2.76 0.12 -0.20
H 0.35 -1.80 -1.38
H 1.73 -2.36 -0.36
H 2.88 1.16 0.11
H 3.06 -0.56 0.61
H 3.58 0.14 -0.93
N -1.27 1.59 0.35
C -2.32 0.56 0.30
N -1.80 -0.65 0.89
H -0.47 1.38 -0.24
H -1.53 2.50 -0.01
H -2.66 0.40 -0.73
H -3.15 0.95 0.89
H -2.10 -0.79 1.84
H -0.78 -0.64 0.88
*
```

Computed properties:
SMILES: C=NC.NCN
HOMO-LUMO gap: 10.11 eV
LUMO energy: 1.098 eV
HOMO energy: -9.01 eV

Version y
# C3H11N3

A 2-piece molecular cluster, C3H11N3 overall (the ωB97M-V functional and the def2-TZVPD basis, the Open Molecules 2025 dataset).

The geometry in ORCA input format:
```
! wB97M-V def2-TZVPD RIJCOSX def2/J DEFGRID3
* xyz 0 1
C 0.37 -1.58 -0.20
C -0.12 -0.21 -0.59
C 0.79 0.55 -1.53
N -1.43 -0.07 -0.60
H 0.37 -2.23 -1.07
H -0.29 -2.00 0.56
H 1.38 -1.52 0.21
H 0.41 1.56 -1.70
H 1.79 0.61 -1.13
H 0.83 0.04 -2.49
H -1.74 0.79 -1.05
N 0.27 0.79 1.19
N -1.07 0.68 1.89
H 1.02 0.60 1.85
H 0.01 1.81 1.19
H -1.68 0.23 0.88
H -0.91 -0.04 2.60
*
```

Computed properties:
SMILES: CC(C)=N.NN
HOMO-LUMO gap: 9.44 eV
LUMO energy: 0.919 eV
HOMO energy: -8.52 eV

Energy above the most stable structure, in kJ/mol: version w 104.0; version x 0.0; version y 145.4

Version w
# C2H2FIO

A 2-piece molecular cluster, C2H2FIO overall (the ωB97M-V functional and the def2-TZVPD basis, the Open Molecules 2025 dataset).

The geometry in ORCA input format:
```
! wB97M-V def2-TZVPD RIJCOSX def2/J DEFGRID3
* xyz 0 1
O 0.73 -0.02 1.86
C 0.99 -0.11 0.70
C 1.04 -0.20 -0.59
F 2.36 -0.13 -1.02
H 0.24 -0.25 -1.27
I -2.34 1.26 0.35
H -3.02 -0.56 -0.02
*
```

Computed properties:
SMILES: O=C=CF.I
HOMO-LUMO gap: 8.25 eV
LUMO energy: -1.124 eV
HOMO energy: -9.37 eV

Version x
# C2H2FIO

A 2-piece molecular cluster, C2H2FIO overall (the ωB97M-V functional and the def2-TZVPD basis, the Open Molecules 2025 dataset).

The geometry in ORCA input format:
```
! wB97M-V def2-TZVPD RIJCOSX def2/J DEFGRID3
* xyz 0 1
C 1.00 -0.82 -0.60
C -0.50 0.71 0.42
O 0.79 -1.97 -0.30
F -0.61 0.30 1.74
I -2.37 0.60 -0.52
H 1.60 -0.38 -1.27
H 0.08 1.57 0.53
*
```

Computed properties:
HOMO-LUMO gap (alpha / beta): 8.38 / 8.38 eV
LUMO energy (alpha / beta): -0.111 / -0.111 eV
HOMO energy (alpha / beta): -8.50 / -8.50 eV

Energy above the most stable structure, in kJ/mol: version w 0.0; version x 74.0

Version w
# C8H8N2O

One molecule with the formula C8H8N2O (the ωB97M-V functional and the def2-TZVPD basis, the Open Molecules 2025 dataset).

The geometry in ORCA input format:
```
! wB97M-V def2-TZVPD RIJCOSX def2/J DEFGRID3
* xyz 0 1
C 3.28 0.73 0.28
O 1.93 0.94 -0.02
C 1.16 -0.36 -0.21
C -0.30 -0.19 -0.13
C -1.07 -1.24 0.38
C -2.44 -1.10 0.46
C -3.05 0.07 0.03
C -2.28 1.11 -0.47
C -0.91 0.98 -0.55
N 1.78 -1.37 -1.00
N 1.81 -1.56 0.22
H 3.85 0.43 -0.61
H 3.40 -0.03 1.06
H 3.65 1.68 0.65
H -0.59 -2.14 0.71
H -3.04 -1.91 0.85
H -4.12 0.17 0.10
H -2.76 2.02 -0.81
H -0.29 1.78 -0.94
*
```

Computed properties:
SMILES: COC1(c2ccccc2)N=N1
HOMO-LUMO gap: 9.49 eV
LUMO energy: 0.279 eV
HOMO energy: -9.21 eV

Version x
# C8H8N2O

One molecule with the formula C8H8N2O (the ωB97M-V functional and the def2-TZVPD basis, the Open Molecules 2025 dataset).

The geometry in ORCA input format:
```
! wB97M-V def2-TZVPD RIJCOSX def2/J DEFGRID3
* xyz 0 1
O -2.87 -1.40 -2.04
N -1.75 -0.82 -1.96
N -1.21 -0.71 -0.82
C -1.99 -0.82 0.47
C -0.94 -0.34 1.58
C 0.48 -0.23 0.82
C 1.65 0.40 1.25
C 2.51 0.95 0.17
C 2.15 0.78 -1.06
C 0.92 0.23 -1.57
C 0.09 -0.17 -0.58
H -2.85 0.01 0.48
H -2.50 -1.81 0.53
H -1.30 0.88 1.76
H -0.79 -0.66 2.81
H 1.73 0.58 2.38
H 3.55 1.41 0.37
H 2.66 1.37 -1.93
H 0.47 0.35 -2.64
*
```

Computed properties:
SMILES: O=NN1CCc2ccccc21
HOMO-LUMO gap: 9.13 eV
LUMO energy: 0.217 eV
HOMO energy: -8.92 eV

Version y
# C8H8N2O

One molecule with the formula C8H8N2O (the ωB97M-V functional and the def2-TZVPD basis, the Open Molecules 2025 dataset).

The geometry in ORCA input format:
```
! wB97M-V def2-TZVPD RIJCOSX def2/J DEFGRID3
* xyz 0 1
N 0.60 -1.79 3.46
C 0.68 -1.12 2.53
C 0.73 -0.31 1.39
C 1.46 -0.58 0.33
N 1.86 -0.65 -0.81
C 0.97 -0.94 -1.91
C -0.46 -0.98 -1.46
C -1.02 -0.11 -0.62
C -0.48 1.21 -0.10
O -1.44 2.23 -0.22
C -0.03 1.00 1.36
H 1.27 -1.89 -2.36
H 1.15 -0.15 -2.65
H -1.03 -1.84 -1.77
H -2.04 -0.30 -0.31
H 0.36 1.55 -0.71
H -2.27 1.94 0.16
H 0.57 1.84 1.70
H -0.90 0.91 2.01
*
```

Computed properties:
SMILES: N#CC1=C=NC/C=C\[C@@H](O)C1
HOMO-LUMO gap: 9.64 eV
LUMO energy: 0.533 eV
HOMO energy: -9.10 eV

Energy above the most stable structure, in kJ/mol: version w 0.0; version x 240.5; version y 20.1

Version w
# C4H14N3P

C4H14N3P as an isolated structure (the ωB97M-V functional and the def2-TZVPD basis, the Open Molecules 2025 dataset).

The geometry in ORCA input format:
```
! wB97M-V def2-TZVPD RIJCOSX def2/J DEFGRID3
* xyz 0 1
C 2.67 1.54 -1.00
C -0.03 1.65 0.11
C -3.13 -0.62 -1.10
C 2.06 0.61 -0.03
N 0.91 -2.25 1.70
N -1.33 -1.35 1.74
N 0.63 0.57 0.27
P -0.07 -1.64 0.67
H 3.83 1.24 -1.08
H 2.15 1.50 -1.91
H 2.60 2.60 -0.73
H 0.28 2.56 -0.37
H -3.03 -0.72 -2.19
H -1.11 1.63 0.29
H -3.95 -1.26 -0.71
H -2.23 -1.00 -0.59
H -3.26 0.44 -0.87
H 2.14 -0.42 -0.28
H 2.63 0.63 0.88
H 1.73 -2.65 1.30
H -2.24 -1.06 1.42
H -1.26 -1.99 2.47
*
```

Computed properties:
HOMO-LUMO gap: 8.80 eV
LUMO energy: 0.768 eV
HOMO energy: -8.03 eV

Version x
# C4H14N3P

One molecule with the formula C4H14N3P (the ωB97M-V functional and the def2-TZVPD basis, the Open Molecules 2025 dataset).

The geometry in ORCA input format:
```
! wB97M-V def2-TZVPD RIJCOSX def2/J DEFGRID3
* xyz 0 1
C 0.07 -2.61 0.22
N -0.13 -1.25 0.75
P 0.01 0.17 0.24
C -0.11 1.14 1.87
N -1.17 0.98 -0.79
C -2.57 0.54 -0.67
N 1.32 0.79 -0.65
C 2.61 0.19 -0.89
H 0.87 -3.03 0.79
H 0.21 -2.70 -0.91
H -0.82 -3.08 0.46
H 0.41 2.02 1.75
H -1.14 1.48 2.12
H 0.26 0.49 2.68
H -0.91 1.90 -1.14
H -2.60 -0.59 -0.31
H -3.15 1.12 0.04
H -3.02 0.62 -1.69
H 1.10 1.76 -0.94
H 2.73 -0.21 -1.89
H 3.31 0.88 -0.83
H 2.73 -0.60 -0.22
*
```

Computed properties:
SMILES: CN=P(C)(NC)NC
HOMO-LUMO gap: 9.51 eV
LUMO energy: 0.855 eV
HOMO energy: -8.66 eV

Energy above the most stable structure, in kJ/mol: version w 49.6; version x 0.0